(1)
Formula: C30H67AlO16S5
Source: the Open Molecules 2025 dataset
Level of theory: ωB97M-V with the def2-TZVPD basis set

Calculated values
Largest force on an atom = 4.41 eV Å⁻¹
Charge = +3
Frontier orbital gap (alpha / beta) = 0.153 / 0.116 hartree
E_HOMO (alpha / beta) = -16.56 / -16.56 eV
⟨S²⟩ = 1.78
Multiplicity = 2

Geometry (Å):
Al -0.769 3.449 3.470
C 1.571 0.615 0.190
C 0.302 1.476 -0.177
C -0.428 0.671 -1.288
O -0.269 1.857 1.037
H 2.249 1.129 0.872
H 2.225 0.466 -0.670
H 1.284 -0.284 0.735
H 0.563 2.406 -0.682
H -0.371 -0.406 -1.134
H 0.066 0.933 -2.224
H -1.492 0.862 -1.428
O 2.287 2.187 3.632
S 3.631 1.686 3.817
O 4.351 1.832 5.052
O 3.632 0.022 3.347
C 4.758 -0.717 3.778
C 5.484 -1.270 2.497
C 4.790 2.233 2.576
H 4.330 -1.616 4.221
H 5.428 -0.051 4.323
H 6.538 -1.361 2.759
H 5.313 -0.556 1.691
H 5.075 -2.196 2.092
H 5.060 3.272 2.766
H 4.209 2.169 1.656
H 5.634 1.545 2.632
O -2.280 7.143 -0.519
S -2.363 5.707 -0.309
O -1.920 5.133 0.947
O -3.869 5.177 -0.607
C -4.604 5.806 -1.585
C -6.017 6.014 -0.970
C -1.492 4.886 -1.719
H -4.679 5.095 -2.408
H -4.181 6.743 -1.947
H -5.900 6.532 -0.018
H -6.533 5.066 -0.815
H -6.677 6.640 -1.570
H -1.327 3.827 -1.522
H -0.503 5.340 -1.645
H -1.936 5.120 -2.686
O -1.011 -1.518 5.600
S -0.104 -0.710 4.831
O -0.234 0.699 4.723
O 1.351 -0.981 5.536
C 1.623 -2.098 6.480
C 3.075 -1.882 6.899
C 0.508 -1.394 3.242
H 1.316 -3.011 5.969
H 0.970 -1.979 7.344
H 3.729 -2.615 6.426
H 3.075 -1.930 7.988
H 3.415 -0.938 6.474
H 1.545 -1.061 3.200
H -0.073 -0.902 2.461
H 0.264 -2.455 3.186
O -2.751 -2.411 -0.797
S -1.911 -3.318 -1.524
O -0.696 -3.990 -1.002
O -2.917 -4.580 -2.042
C -2.355 -5.601 -2.923
C -3.694 -5.921 -3.689
C -1.464 -2.504 -3.163
H -1.950 -6.433 -2.348
H -1.563 -5.084 -3.465
H -3.960 -4.966 -4.143
H -4.427 -6.247 -2.952
H -3.658 -6.655 -4.494
H -0.720 -3.031 -3.761
H -0.960 -1.547 -3.033
H -2.363 -2.376 -3.766
O -3.065 1.582 2.530
S -3.953 0.414 2.484
O -4.868 0.146 3.561
O -4.717 0.216 0.982
C -4.142 0.963 -0.077
C -5.391 1.448 -0.849
C -2.897 -1.084 2.244
H -3.550 0.244 -0.643
H -3.491 1.805 0.160
H -6.391 1.527 -0.422
H -5.552 0.771 -1.688
H -5.269 2.423 -1.322
H -2.207 -0.716 1.485
H -3.401 -1.987 1.900
H -2.518 -1.359 3.228
C 1.087 2.496 -5.611
C 0.784 3.834 -5.729
C -0.476 4.301 -5.309
C -1.364 3.370 -4.775
C -1.064 2.011 -4.695
C 0.156 1.583 -5.146
H 1.908 2.140 -6.216
H 1.535 4.394 -6.266
H -0.659 5.365 -5.343
H -2.302 3.647 -4.317
H -1.676 1.201 -4.325
H 0.249 0.517 -5.004
C 2.938 -0.778 -3.310
C 3.470 -1.516 -2.124
C 2.580 -2.659 -1.577
C 3.097 -3.142 -0.178
C 2.453 -4.495 0.367
C 2.857 -4.871 1.852
H 2.862 -1.420 -4.187
H 3.555 0.034 -3.695
H 1.949 -0.486 -2.956
H 4.436 -1.988 -2.302
H 3.488 -0.756 -1.344
H 2.684 -3.508 -2.252
H 1.517 -2.417 -1.594
H 4.183 -3.225 -0.177
H 2.835 -2.287 0.445
H 1.366 -4.490 0.284
H 2.775 -5.284 -0.313
H 3.853 -5.313 1.859
H 2.746 -4.087 2.601
H 2.357 -5.707 2.342

(2)
Formula: C17H24N2O3
Source: the Open Molecules 2025 dataset
Level of theory: ωB97M-V with the def2-TZVPD basis set

Calculated values
ΔE to the lowest compared entry with this formula, charge and spin = 83.6 kcal/mol
Largest force on an atom = 1.24 eV Å⁻¹
Charge = 0
Frontier orbital gap = 0.310 hartree
E_HOMO = -7.77 eV
SMILES string = CCCOc1ccc(/C=N/NC(=O)C2CC2)c(OCCC)c1

Geometry (Å):
C -5.826 -2.753 -2.464
H -5.605 -3.474 -1.680
C -4.571 -2.428 -3.263
C -3.483 -1.831 -2.376
O -2.363 -1.559 -3.193
C -1.252 -1.011 -2.644
C -1.110 -0.692 -1.298
C 0.066 -0.124 -0.815
C 1.131 0.136 -1.705
C 0.966 -0.206 -3.050
C -0.194 -0.768 -3.523
H -0.315 -1.026 -4.562
H 1.780 -0.017 -3.735
C 2.379 0.727 -1.293
N 2.588 1.207 -0.133
N 3.791 1.732 0.146
C 4.096 2.354 1.328
O 5.214 2.794 1.507
C 2.980 2.434 2.297
C 2.927 3.649 3.189
C 3.321 2.336 3.763
H 4.362 2.189 4.008
H 2.629 1.814 4.406
H 3.702 4.387 3.047
H 1.956 4.058 3.424
H 2.058 2.002 1.937
H 4.533 1.705 -0.560
H 3.166 0.752 -2.061
O 0.260 0.189 0.481
C -0.683 -0.230 1.448
C -0.091 0.024 2.831
C 1.164 -0.810 3.058
H 0.930 -1.872 3.003
H 1.903 -0.576 2.297
H 1.589 -0.603 4.036
H 0.149 1.084 2.917
H -0.848 -0.217 3.579
H -1.622 0.331 1.332
H -0.895 -1.302 1.331
H -1.925 -0.877 -0.619
H -3.847 -0.906 -1.907
H -3.213 -2.544 -1.584
H -4.804 -1.714 -4.054
H -4.180 -3.331 -3.733
H -6.230 -1.856 -2.001
H -6.587 -3.176 -3.114

(3)
Formula: C3H3NO2
Source: the Open Molecules 2025 dataset
Level of theory: ωB97M-V with the def2-TZVPD basis set

Calculated values
ΔE to the lowest compared entry with this formula, charge and spin = 66.4 kcal/mol
Largest force on an atom = 3.17 eV Å⁻¹
Charge = 0
Frontier orbital gap = 0.393 hartree
E_HOMO = -10.98 eV
SMILES string = [H]/N=C1\COC1=O

Geometry (Å):
C 0.640 0.480 0.519
O 0.825 0.766 -0.878
C -0.179 -0.030 -1.356
O -0.516 -0.208 -2.481
C -0.568 -0.479 0.016
N -1.369 -1.189 0.682
H -0.816 -0.794 1.456
H 1.561 0.044 0.956
H 0.423 1.409 1.085

(4)
Formula: C64H70ClGe3N4O5OsS4
Source: the Open Molecules 2025 dataset
Level of theory: ωB97M-V with the def2-TZVPD basis set

Calculated values
ΔE to the lowest compared entry with this formula, charge and spin = 27.8 kcal/mol
Largest force on an atom = 4.50 eV Å⁻¹
Charge = -1
Frontier orbital gap (alpha / beta) = 0.243 / 0.243 hartree
E_HOMO (alpha / beta) = -4.89 / -4.89 eV

Geometry (Å):
Os 0.442 0.196 -0.391
O 4.724 0.421 3.756
C 3.620 0.445 4.468
O 3.625 0.585 5.669
C 2.342 0.266 3.717
C 1.091 0.164 4.302
Cl 0.661 0.358 5.931
N 0.178 -0.042 3.318
N 0.783 -0.050 2.119
C 2.074 0.131 2.335
C 3.010 0.250 1.163
O 4.232 0.255 1.378
O 2.485 0.362 0.026
C -1.227 -0.256 3.404
C -2.024 0.236 2.381
C -3.379 -0.047 2.375
C -3.952 -0.764 3.414
C -3.152 -1.230 4.447
C -1.787 -0.996 4.440
H 4.538 0.338 2.761
H -1.583 0.820 1.586
H -3.974 0.301 1.545
H -5.017 -0.963 3.419
H -3.590 -1.799 5.257
H -1.173 -1.404 5.227
C -7.258 -1.181 -3.567
C -5.969 -0.723 -4.200
C -5.816 0.595 -4.613
C -4.658 1.029 -5.243
C -4.554 2.444 -5.742
C -3.597 0.132 -5.433
C -3.727 -1.201 -5.021
C -2.622 -2.191 -5.255
C -4.915 -1.605 -4.413
C -2.441 0.540 -6.290
C -2.639 0.289 -7.649
C -1.673 0.594 -8.590
C -0.487 1.165 -8.174
C -0.264 1.432 -6.826
C -1.242 1.136 -5.865
Ge -0.773 1.523 -3.947
S -0.003 -0.266 -2.964
S 0.601 3.285 -3.573
Ge -0.735 3.549 -1.736
S 0.184 2.604 -0.009
S -2.482 2.518 -2.825
C -1.145 5.500 -1.418
C -0.111 6.422 -1.633
C -0.333 7.787 -1.467
C -1.572 8.260 -1.087
C -2.593 7.361 -0.846
C -2.400 5.988 -0.996
C -3.584 5.156 -0.635
C -4.628 4.992 -1.554
C -4.528 5.594 -2.929
C -5.760 4.281 -1.172
C -5.912 3.804 0.123
C -7.146 3.040 0.527
C -4.896 4.041 1.041
C -3.719 4.685 0.677
C -2.631 4.886 1.695
C 1.273 6.017 -2.018
C 1.681 6.068 -3.356
C 0.723 6.401 -4.471
C 3.005 5.782 -3.673
C 3.928 5.448 -2.694
C 5.354 5.114 -3.045
C 3.510 5.421 -1.371
C 2.202 5.713 -1.012
C 1.811 5.717 0.441
C 1.043 2.060 -6.474
C 2.140 1.278 -6.109
C 2.053 -0.218 -5.976
C 3.361 1.908 -5.870
C 3.513 3.276 -5.997
C 4.841 3.938 -5.751
C 2.410 4.038 -6.371
C 1.180 3.450 -6.615
C -0.005 4.296 -6.999
H -8.113 -0.818 -4.139
H -7.365 -0.791 -2.551
H -7.306 -2.268 -3.517
H -6.638 1.291 -4.474
H -5.520 2.946 -5.689
H -4.197 2.469 -6.772
H -3.842 3.002 -5.129
H -2.254 -2.129 -6.280
H -2.962 -3.209 -5.062
H -1.779 -1.971 -4.596
H -5.039 -2.649 -4.136
H -3.576 -0.159 -7.962
H -1.844 0.385 -9.639
H 0.293 1.407 -8.886
H 0.488 8.473 -1.642
H -1.739 9.324 -0.970
H -3.565 7.715 -0.522
H -3.672 5.175 -3.460
H -4.378 6.673 -2.866
H -5.428 5.392 -3.509
H -6.549 4.114 -1.899
H -7.967 3.232 -0.165
H -7.463 3.314 1.534
H -6.944 1.965 0.524
H -5.024 3.735 2.072
H -3.021 4.772 2.707
H -2.169 5.868 1.596
H -1.845 4.140 1.549
H -0.214 6.802 -4.092
H 0.500 5.493 -5.033
H 1.165 7.128 -5.156
H 3.314 5.827 -4.713
H 5.650 5.582 -3.984
H 5.468 4.032 -3.152
H 6.035 5.442 -2.260
H 4.226 5.174 -0.593
H 2.692 5.826 1.074
H 1.322 4.776 0.702
H 1.112 6.525 0.663
H 1.174 -0.619 -6.479
H 1.984 -0.496 -4.923
H 2.946 -0.689 -6.391
H 4.210 1.299 -5.579
H 5.582 3.215 -5.413
H 4.740 4.712 -4.989
H 5.213 4.411 -6.662
H 2.509 5.115 -6.467
H 0.294 5.335 -7.136
H -0.764 4.250 -6.212
H -0.469 3.938 -7.919
C -0.288 -4.734 -0.522
Ge 0.574 -3.314 0.590
C -0.558 -3.124 2.198
C 2.357 -4.034 1.089
C 0.748 -1.759 -0.538
H -0.077 -5.721 -0.108
H 0.086 -4.700 -1.546
H -1.370 -4.593 -0.546
H -0.957 -4.098 2.487
H -1.393 -2.451 1.997
H 0.012 -2.727 3.039
H 2.255 -4.978 1.624
H 2.902 -3.326 1.713
H 2.938 -4.205 0.183
H 1.473 -1.986 -1.335
N -2.331 -1.838 -1.143
C -2.633 -0.558 -0.849
N -3.928 -0.174 -0.918
O -1.788 0.238 -0.406
H -2.933 -2.356 -1.759
H -1.339 -2.018 -1.181
H -4.515 -0.659 -1.578
H -4.049 0.829 -0.912

(5)
Formula: C4H11N5
Source: the Open Molecules 2025 dataset
Level of theory: ωB97M-V with the def2-TZVPD basis set

Calculated values
ΔE to the lowest compared entry with this formula, charge and spin = 130.0 kcal/mol
Largest force on an atom = 5.65 eV Å⁻¹
Charge = 0
Frontier orbital gap = 0.348 hartree
E_HOMO = -8.81 eV
SMILES string = [H]/N=C(\CC/C=N\N)NN

Geometry (Å):
C 0.516 1.111 -0.006
C 0.077 0.177 -1.289
C -0.736 -0.855 -0.468
C -0.100 -1.692 0.693
H 2.313 2.213 -2.191
H 2.803 1.254 -0.836
H 1.362 3.066 0.275
H -0.456 0.180 1.474
H 0.821 -0.507 -2.045
H -0.714 0.997 -1.893
H -1.668 -0.224 0.056
H -1.063 -1.458 -1.415
H 1.121 -1.715 0.812
H -2.553 -1.954 0.908
H -2.418 -2.332 2.569
N 2.367 2.161 -1.020
N 1.172 2.366 -0.374
N -0.056 1.077 1.179
N -0.692 -2.076 1.731
N -2.094 -1.792 1.839

(6)
Formula: C50H48AsMoN4O3P
Source: the Open Molecules 2025 dataset
Level of theory: ωB97M-V with the def2-TZVPD basis set

Calculated values
Largest force on an atom = 3.21 eV Å⁻¹
Charge = +4
Frontier orbital gap (alpha / beta) = 0.175 / 0.178 hartree
E_HOMO (alpha / beta) = -17.63 / -17.63 eV

Geometry (Å):
Mo -0.140 -0.065 0.228
C 0.594 3.023 2.476
O 0.000 2.282 1.402
C -0.978 3.030 0.680
C -2.320 2.302 0.675
O -2.139 1.011 0.085
C -3.367 0.388 -0.295
H -0.141 3.218 3.262
H 0.999 3.965 2.099
H 1.416 2.437 2.879
H -0.607 3.149 -0.348
H -1.110 4.024 1.116
H -3.040 2.878 0.081
H -2.711 2.194 1.699
H -3.855 0.978 -1.077
H -4.052 0.296 0.553
H -3.124 -0.602 -0.689
N 0.065 -2.872 -0.608
C 1.434 -3.192 -0.914
C 1.783 -4.284 -1.704
C 3.117 -4.588 -1.930
C 4.123 -3.801 -1.390
C 3.790 -2.714 -0.606
C 2.452 -2.400 -0.380
P 2.028 -1.047 0.754
C 3.232 0.272 0.434
C 3.640 0.496 -0.882
C 4.507 1.534 -1.167
C 4.941 2.374 -0.152
C 4.503 2.184 1.150
C 3.648 1.138 1.447
C 2.486 -1.862 2.321
C 3.804 -1.836 2.776
C 4.173 -2.618 3.859
C 3.247 -3.455 4.465
C 1.937 -3.489 4.007
C 1.551 -2.692 2.944
H -0.547 -3.291 -1.311
H -0.200 -3.300 0.282
H 1.015 -4.925 -2.112
H 3.374 -5.461 -2.508
H 5.161 -4.030 -1.573
H 4.561 -2.102 -0.163
H 3.297 -0.172 -1.667
H 4.854 1.688 -2.176
H 5.618 3.178 -0.381
H 4.843 2.844 1.932
H 3.331 0.970 2.469
H 4.542 -1.220 2.282
H 5.194 -2.591 4.209
H 3.552 -4.092 5.280
H 1.229 -4.160 4.466
H 0.529 -2.725 2.582
N 2.544 0.057 10.480
C 2.001 0.102 9.477
C 1.367 0.098 8.207
C -0.002 0.338 8.086
C -0.609 0.262 6.843
C 0.144 -0.072 5.719
C 1.520 -0.280 5.840
C 2.131 -0.196 7.075
N -0.471 -0.204 4.446
C -1.761 -0.579 4.180
C -1.881 -0.635 2.823
N -0.683 -0.286 2.234
C 0.137 -0.036 3.266
H -0.588 0.578 8.960
H -1.664 0.470 6.769
H 2.117 -0.551 4.983
H 3.192 -0.374 7.170
H -2.485 -0.796 4.941
H -2.748 -0.926 2.253
H 1.160 0.275 3.163
O -0.090 -0.108 -1.512
As -0.326 -0.179 -3.276
C 1.448 -0.051 -4.072
C 1.942 -0.914 -5.044
C 3.130 -0.586 -5.685
C 3.782 0.602 -5.393
C 3.272 1.468 -4.435
C 2.104 1.142 -3.768
C -1.253 1.426 -3.892
C -1.305 2.625 -3.194
C -1.908 3.733 -3.772
C -2.443 3.645 -5.050
C -2.383 2.448 -5.752
C -1.783 1.337 -5.181
C -1.485 -1.693 -3.689
C -0.979 -2.956 -3.989
C -1.851 -3.948 -4.417
C -3.208 -3.685 -4.536
C -3.715 -2.441 -4.186
C -2.854 -1.437 -3.778
H 1.404 -1.811 -5.327
H 3.532 -1.247 -6.439
H 4.672 0.875 -5.940
H 3.764 2.410 -4.236
H 1.680 1.817 -3.026
H -0.859 2.692 -2.203
H -1.950 4.668 -3.231
H -2.894 4.513 -5.509
H -2.796 2.384 -6.749
H -1.724 0.400 -5.731
H 0.084 -3.160 -3.901
H -1.474 -4.927 -4.672
H -3.872 -4.446 -4.915
H -4.777 -2.251 -4.243
H -3.243 -0.446 -3.560

- Among the records above, which one has the highest charge?
  C50H48AsMoN4O3P

- Which of these has the lowest largest force on an atom?
  C17H24N2O3

- What is the charge in the second record?
  0

- charge of number 5 (C4H11N5)?
  0